# 1
# C52H46N6O5SbTi

A structure of composition C52H46N6O5SbTi (ωB97M-V/def2-TZVPD, the OMol25 dataset).

```
111
Properties=species:S:1:pos:R:3
Ti 0.331 -0.157 -0.475
C -2.043 6.093 -4.145
C -2.951 5.779 -3.146
C -2.861 4.563 -2.486
C -1.865 3.647 -2.811
C -0.963 3.968 -3.824
C -1.048 5.184 -4.480
C -1.753 2.363 -2.079
C -1.618 2.387 -0.743
C -0.957 3.504 -0.070
C 0.314 3.249 0.249
C 0.967 1.938 0.218
C 2.008 1.876 1.100
C 2.499 2.966 1.991
C 3.805 3.431 1.873
C 4.290 4.408 2.730
C 3.477 4.926 3.726
C 2.174 4.464 3.857
C 1.688 3.493 2.995
C 2.604 0.610 1.319
N 2.105 -0.410 0.560
C 2.640 -1.558 1.089
C 2.400 -2.820 0.498
C 3.005 -4.006 1.154
C 2.433 -4.540 2.307
C 3.008 -5.627 2.947
C 4.168 -6.198 2.444
C 4.750 -5.671 1.301
C 4.176 -4.580 0.666
C 1.779 -2.910 -0.711
C 1.843 -4.099 -1.547
C 1.431 -3.750 -2.769
C 0.967 -2.373 -2.701
N 1.173 -1.872 -1.416
C 0.365 -1.744 -3.734
C -0.370 -0.521 -3.629
C -1.220 -0.091 -4.654
C -1.942 0.976 -4.142
C -1.508 1.165 -2.839
N -0.511 0.249 -2.494
C 0.328 -2.418 -5.062
C -0.621 -3.393 -5.354
C -0.643 -4.014 -6.594
C 0.282 -3.660 -7.566
C 1.225 -2.682 -7.290
C 1.246 -2.066 -6.047
C 3.482 -1.257 2.164
C 3.464 0.132 2.301
N -1.583 1.114 -0.069
H -2.112 7.041 -4.665
H -3.734 6.479 -2.883
H -3.568 4.311 -1.704
H -0.192 3.254 -4.084
H -0.333 5.426 -5.256
H -1.400 4.485 0.005
H 0.903 4.075 0.637
H 4.441 3.016 1.100
H 5.307 4.763 2.621
H 3.856 5.686 4.399
H 1.531 4.861 4.633
H 0.671 3.132 3.088
H 1.529 -4.090 2.698
H 2.546 -6.030 3.840
H 4.618 -7.047 2.942
H 5.659 -6.108 0.905
H 4.631 -4.160 -0.222
H 2.211 -5.056 -1.217
H 1.382 -4.365 -3.652
H -1.302 -0.539 -5.629
H -2.676 1.586 -4.645
H -1.346 -3.659 -4.594
H -1.386 -4.775 -6.802
H 0.266 -4.143 -8.535
H 1.950 -2.399 -8.043
H 1.979 -1.301 -5.826
H 4.054 -1.974 2.730
H 3.978 0.731 3.035
O -2.219 -1.966 1.546
N -1.388 -1.517 0.802
O -1.475 -1.480 -0.445
O -0.292 -1.016 1.234
O -2.932 2.289 2.902
C -2.938 1.732 1.837
O -1.740 1.330 1.344
C -4.292 1.406 1.195
N -4.345 0.780 -0.130
C -5.267 -0.369 -0.097
C -6.066 -0.201 1.193
C -5.028 0.418 2.122
H -4.826 2.364 1.204
H -2.442 0.598 -0.342
H -4.595 1.451 -0.843
H -4.688 -1.294 -0.068
H -5.878 -0.384 -1.000
H -6.466 -1.141 1.569
H -6.899 0.492 1.042
H -4.330 -0.346 2.467
H -5.438 0.924 2.992
C 2.086 -0.179 5.491
Sb 0.259 0.129 4.383
C -0.915 0.535 6.158
C -0.231 -1.967 4.392
H 1.852 -0.542 6.492
H 2.658 0.745 5.561
H 2.687 -0.916 4.961
H -0.717 -0.224 6.915
H -1.974 0.532 5.909
H -0.663 1.516 6.558
H -1.301 -2.104 4.248
H 0.074 -2.404 5.344
H 0.293 -2.459 3.575
```

The value obtained for the lowest unoccupied orbital energy (spin up / spin down) is 2.23 / 2.23 eV. The charge is -1. For the energy above the lowest of the compared OMol25 structures with the same formula, charge and spin, the calculation gives 0.0 kJ/mol. As for the orbital gap (spin up / spin down): 5.40 / 5.40 eV.

***

# 2
# C4H9N2O2

The ion C4H9N2O2 with charge +1 (ωB97M-V/def2-TZVPD, the OMol25 dataset).

```
17
Properties=species:S:1:pos:R:3
C -1.191 0.395 -0.231
N 0.142 -0.130 -0.092
C 0.840 0.650 1.039
C 0.368 -1.550 -0.150
C 0.884 -0.357 -1.285
N 2.343 -0.032 -1.503
O 2.678 -0.065 -2.621
O 3.030 0.136 -0.541
H -1.910 -0.053 -0.926
H -1.733 0.225 0.644
H -1.199 1.431 -0.533
H 0.894 -0.072 1.839
H 1.790 0.885 0.589
H 0.308 1.551 1.342
H -0.496 -2.221 -0.405
H 1.277 -1.964 0.315
H 0.459 -0.360 -2.250
```

As for the SMILES: C[N+]1(C)C[C@@H]1[N+](=O)[O-]. The value obtained for the lowest unoccupied orbital energy is -4.60 eV. The charge is +1. For the energy above the lowest of the compared OMol25 structures with the same formula, charge and spin, the calculation gives 650.3 kJ/mol. As for the orbital gap: 11.24 eV.

***

# 3
# C33H36AsBCsIN12S

A structure of composition C33H36AsBCsIN12S (ωB97M-V/def2-TZVPD, the OMol25 dataset).

```
86
Properties=species:S:1:pos:R:3
Cs -0.346 -0.410 -0.452
C 4.825 0.381 0.752
C 3.574 -0.056 1.219
N 3.035 -0.949 0.398
N 3.917 -1.106 -0.605
C 4.995 -0.324 -0.420
B 3.701 -2.059 -1.819
N 3.108 -1.224 -2.975
C 2.657 0.046 -2.949
C 2.238 0.377 -4.220
C 2.497 -0.783 -4.966
N 3.020 -1.740 -4.212
N 2.781 -3.233 -1.456
C 3.157 -4.510 -1.259
C 2.041 -5.244 -0.920
C 1.002 -4.296 -0.939
N 1.455 -3.095 -1.261
H 5.502 1.092 1.196
H 3.048 0.226 2.118
H 5.804 -0.327 -1.133
H 4.778 -2.504 -2.144
H 2.658 0.619 -2.035
H 1.798 1.301 -4.549
H 2.319 -0.966 -6.015
H 4.187 -4.799 -1.384
H 1.982 -6.297 -0.703
H -0.052 -4.432 -0.745
S -4.558 -2.724 2.177
C -3.512 -1.957 3.321
C -3.700 -1.723 4.679
C -2.696 -1.077 5.378
C -1.524 -0.667 4.735
C -1.337 -0.897 3.386
C -2.339 -1.552 2.669
N -2.284 -1.857 1.324
C -3.338 -2.463 0.900
C -3.584 -2.971 -0.471
C -4.511 -4.019 -0.577
C -4.784 -4.600 -1.800
C -4.102 -4.132 -2.917
C -3.188 -3.095 -2.782
C -2.877 -2.433 -1.574
H -4.610 -2.035 5.175
H -2.825 -0.880 6.435
H -0.755 -0.150 5.295
H -0.438 -0.563 2.882
H -5.007 -4.404 0.309
H -5.498 -5.412 -1.878
H -4.280 -4.583 -3.889
H -2.670 -2.794 -3.693
N -1.451 2.330 -0.108
C -1.908 3.314 -0.539
N -2.437 4.366 -1.082
C -2.302 5.556 -0.558
N -2.231 6.651 -0.166
I -2.538 1.772 -7.170
C -2.071 1.034 -5.301
C -2.507 -0.150 -4.751
N -1.946 -0.223 -3.535
N -1.181 0.838 -3.258
C -1.247 1.615 -4.326
H -3.166 -0.911 -5.131
H -2.123 -0.932 -2.799
H -0.720 2.555 -4.358
C 1.995 2.161 4.665
C 2.340 2.796 3.321
As 0.940 2.389 1.980
C 1.737 3.336 0.449
C 2.111 4.797 0.657
C -0.372 3.728 2.602
C -1.589 3.069 3.243
H 2.754 2.367 5.425
H 1.902 1.076 4.571
H 1.041 2.537 5.042
H 3.292 2.412 2.946
H 2.440 3.879 3.424
H 0.999 3.238 -0.349
H 2.611 2.746 0.157
H 1.247 5.396 0.950
H 2.502 5.227 -0.268
H 2.880 4.914 1.424
H -0.684 4.309 1.735
H 0.122 4.413 3.298
H -2.073 2.402 2.529
H -2.320 3.819 3.557
H -1.315 2.475 4.119
```

The value obtained for the lowest unoccupied orbital energy is 3.42 eV. The charge is -2. For the energy above the lowest of the compared OMol25 structures with the same formula, charge and spin, the calculation gives 54.3 kJ/mol. As for the orbital gap: 6.34 eV.

***

# 4
# C7H11ClN

The ion C7H11ClN with charge +1 (ωB97M-V/def2-TZVPD, the OMol25 dataset).

```
20
Properties=species:S:1:pos:R:3
C -0.841 -1.348 -0.414
C -0.833 1.587 -0.376
C 0.048 -0.595 0.280
C -2.020 -0.683 -1.294
C -2.693 0.503 -0.672
C 0.974 -1.164 1.265
C 1.492 1.394 0.436
N 0.090 0.824 0.091
Cl -3.302 0.241 0.861
H -0.920 -2.413 -0.267
H -0.698 2.706 -0.637
H -1.563 -0.738 -2.306
H -2.772 -1.515 -1.346
H -3.364 1.165 -1.324
H 2.032 -1.322 1.106
H 0.792 -2.232 1.223
H 0.876 -0.682 2.228
H 2.408 0.852 -0.032
H 1.599 1.259 1.458
H 1.491 2.465 0.290
```

The value obtained for the lowest unoccupied orbital energy is -4.31 eV. The charge is +1. For the energy above the lowest of the compared OMol25 structures with the same formula, charge and spin, the calculation gives 406.5 kJ/mol. As for the orbital gap: 9.40 eV.

***

# 5
# C4H8ClF

An isolated molecule of C4H8ClF (ωB97M-V/def2-TZVPD, the OMol25 dataset).

```
14
Properties=species:S:1:pos:R:3
C -1.551 0.265 -1.191
C -0.187 -0.158 -0.665
C 0.055 0.183 0.695
C 1.388 -0.299 1.215
F 1.490 -1.666 1.095
Cl 2.784 0.359 0.338
H -2.361 -0.356 -0.727
H -1.670 1.292 -0.906
H -1.404 0.368 -2.301
H -0.082 -1.190 -0.803
H 0.569 0.249 -1.295
H -0.664 -0.186 1.415
H 0.053 1.216 0.838
H 1.579 -0.076 2.291
```

As for the SMILES: CCC[C@@H](F)Cl. The value obtained for the lowest unoccupied orbital energy is 0.99 eV. For the energy above the lowest of the compared OMol25 structures with the same formula, charge and spin, the calculation gives 62.4 kJ/mol. As for the orbital gap: 11.93 eV.

***

# 6
# C17H30O11S

A cluster of 3 separate species, C17H30O11S in total (ωB97M-V/def2-TZVPD, the OMol25 dataset).

```
59
Properties=species:S:1:pos:R:3
C 2.682 0.681 4.231
O 1.340 0.246 3.804
C 1.386 -0.510 2.539
C -0.116 -1.141 2.171
C -0.937 0.229 1.736
C -2.262 0.538 2.655
C -3.601 -0.317 2.250
C -4.101 0.208 0.780
C -4.704 -0.045 3.470
C -0.005 -2.366 1.038
O -0.435 -3.685 1.601
S -1.247 -3.459 3.108
O -0.782 -4.302 4.320
O -2.724 -3.883 2.903
O -0.845 -1.810 3.278
H 3.451 0.834 3.363
H 2.565 1.723 4.802
H 3.177 -0.092 4.991
H 1.735 0.246 1.684
H 2.209 -1.372 2.529
H -0.227 1.182 1.854
H -1.223 0.194 0.584
H -2.520 1.690 2.479
H -2.050 0.444 3.816
H -3.323 -1.450 2.156
H -3.512 1.214 0.549
H -5.252 0.398 0.681
H -3.753 -0.562 -0.050
H -4.597 1.114 3.727
H -4.316 -0.627 4.437
H -5.797 -0.350 3.171
H -0.423 -2.126 -0.053
H 1.129 -2.622 0.766
C 0.693 -1.174 -4.581
C -0.206 -1.206 -3.361
C -1.659 -1.368 -3.694
O -2.301 -0.721 -2.611
C -1.422 0.216 -2.142
O -1.709 1.093 -1.345
O -0.181 0.042 -2.687
H 1.742 -1.107 -4.274
H 0.567 -2.072 -5.193
H 0.492 -0.291 -5.197
H 0.133 -1.978 -2.660
H -1.956 -2.420 -3.744
H -1.954 -0.871 -4.623
C 2.086 3.037 -2.344
C 3.298 2.130 -2.414
C 4.600 2.862 -2.289
O 5.492 2.040 -3.021
C 4.736 1.377 -3.947
O 5.194 0.735 -4.877
O 3.402 1.531 -3.696
H 1.167 2.442 -2.389
H 2.078 3.621 -1.419
H 2.055 3.722 -3.198
H 3.216 1.329 -1.670
H 4.926 2.952 -1.249
H 4.589 3.858 -2.746
```

As for the SMILES: COC[C@@]1(CCC(C)C)COS(=O)(=O)O1.C[C@@H]1COC(=O)O1.C[C@@H]1COC(=O)O1. The value obtained for the lowest unoccupied orbital energy is -0.05 eV. As for the orbital gap: 10.41 eV.

***

# 7
# C3H4N3

The ion C3H4N3 with charge +1 (ωB97M-V/def2-TZVPD, the OMol25 dataset).

```
10
Properties=species:S:1:pos:R:3
C 1.560 -0.616 -1.190
C 0.672 -1.815 0.744
C -0.982 1.274 0.144
N 0.821 0.375 -1.165
N 0.311 1.297 -0.614
N 1.252 -1.452 -0.213
H 0.425 -2.699 1.386
H -1.091 1.909 1.067
H -1.075 0.228 0.338
H -1.893 1.499 -0.497
```

The value obtained for the lowest unoccupied orbital energy is -6.36 eV. The charge is +1. For the energy above the lowest of the compared OMol25 structures with the same formula, charge and spin, the calculation gives 483.3 kJ/mol. As for the orbital gap: 8.02 eV.

***

# 8
# C2ClNO3

An isolated molecule of C2ClNO3 (ωB97M-V/def2-TZVPD, the OMol25 dataset).

```
7
Properties=species:S:1:pos:R:3
O 1.942 0.113 -1.368
C 0.875 0.131 -0.965
C -0.587 0.100 -0.911
O -1.618 0.012 -1.463
N 0.134 0.166 0.227
O 0.183 0.136 1.705
Cl -0.929 -0.657 2.774
```

As for the SMILES: O=c1c(=O)n1OCl. The value obtained for the lowest unoccupied orbital energy is -1.85 eV. For the energy above the lowest of the compared OMol25 structures with the same formula, charge and spin, the calculation gives 406.3 kJ/mol. As for the orbital gap: 8.94 eV.

***

# 9
# CF3I

A cluster of 2 separate species, CF3I in total (ωB97M-V/def2-TZVPD, the OMol25 dataset).

```
5
Properties=species:S:1:pos:R:3
C 0.341 -0.257 0.555
F -0.397 -1.107 -0.191
F 0.122 -0.332 1.883
F 1.614 -0.029 0.206
I -1.680 1.724 -2.453
```

The value obtained for the lowest unoccupied orbital energy (spin up / spin down) is 0.95 / -3.37 eV. The spin multiplicity is 3. As for the orbital gap (spin up / spin down): 10.30 / 6.67 eV.

***

# 10
# C6H5BrF2

An isolated molecule of C6H5BrF2 (ωB97M-V/def2-TZVPD, the OMol25 dataset).

```
14
Properties=species:S:1:pos:R:3
F -2.920 0.970 0.234
C -1.693 0.588 -0.207
C -1.156 -0.606 0.562
C 0.173 -0.687 0.788
C 1.113 0.283 0.304
C 0.726 1.582 0.117
C -0.756 1.963 0.309
F -1.226 3.041 -0.394
Br -1.113 2.333 2.169
H -1.679 0.549 -1.336
H -1.852 -1.326 1.052
H 0.552 -1.596 1.264
H 2.181 0.214 -0.028
H 1.388 2.341 -0.320
```

As for the SMILES: F[C@@H]1C=CC=C[C@]1(F)Br. The value obtained for the lowest unoccupied orbital energy is -0.06 eV. As for the orbital gap: 9.04 eV.

***

# 11
# C10H7F3N4O

An isolated molecule of C10H7F3N4O (ωB97M-V/def2-TZVPD, the OMol25 dataset).

```
25
Properties=species:S:1:pos:R:3
N -5.479 -0.291 -0.280
N -4.065 -0.164 -0.144
C -3.278 1.002 0.099
O -3.889 2.062 0.072
C -1.764 1.010 0.220
C -0.805 0.087 0.541
C 0.480 0.575 0.081
C 1.810 -0.154 -0.003
C 3.030 0.616 -0.032
C 4.257 0.032 -0.155
F 5.275 0.939 -0.325
C 4.486 -1.413 0.102
F 5.717 -2.003 0.085
C 3.329 -2.165 0.214
C 2.001 -1.494 0.189
F 0.851 -2.131 0.177
N 0.314 1.753 -0.497
N -1.008 2.020 -0.297
H -5.912 -0.237 0.691
H -5.930 0.430 -0.840
H -3.477 -1.005 -0.300
H -0.997 -0.845 1.010
H 2.991 1.755 -0.037
H 3.466 -3.253 0.206
H -1.403 2.873 -0.775
```

As for the SMILES: NNC(=O)c1cc(-c2cc(F)c(F)cc2F)n[nH]1. The value obtained for the lowest unoccupied orbital energy is 0.45 eV. For the energy above the lowest of the compared OMol25 structures with the same formula, charge and spin, the calculation gives 112.7 kJ/mol. As for the orbital gap: 9.54 eV.

***

# 12
# C5H7NO

A structure of composition C5H7NO (ωB97M-V/def2-TZVPD, the OMol25 dataset).

```
14
Properties=species:S:1:pos:R:3
C -1.457 -0.521 0.275
C -0.716 0.400 -0.699
C 0.473 1.190 -0.162
O 1.722 0.449 -0.121
C 1.690 -0.709 0.585
N 0.701 -1.505 0.593
C -0.408 -1.525 -0.135
H -1.447 -0.208 1.320
H -2.469 -0.766 -0.067
H -1.356 0.965 -1.370
H 0.282 1.561 0.854
H 0.691 2.042 -0.813
H 2.608 -0.909 1.134
H -0.313 -0.463 -1.395
```

The value obtained for the lowest unoccupied orbital energy is 0.94 eV. For the energy above the lowest of the compared OMol25 structures with the same formula, charge and spin, the calculation gives 388.7 kJ/mol. As for the orbital gap: 8.96 eV.

***

no.,largest force on an atom (hartree/bohr)
1,0.0205
2,0.0634
3,0.0124
4,0.0836
5,0.0607
6,0.1176
7,0.0575
8,0.0656
9,0.0473
10,0.0813
11,0.0676
12,0.0261